# 1
11
Properties=species:S:1:pos:R:3:mulliken_charge:R:1 method="wB97M-V/def2-TZVPD" largest_force_ha_per_bohr=0.10773 e_above_lowest_ev=7.3467 e_homo_ev=-8.806 e_tot_ev=-105528.2460 total_charge=+1 orbital_gap_ev=1.41
I -0.752 22.967 12.460 -0.4683
I -4.453 26.391 18.684 -0.4511
V -7.632 20.270 23.198 1.7539
V 6.832 20.397 16.711 1.6514
V -1.302 22.248 17.691 1.6941
O -0.077 22.313 18.631 -0.5283
O -8.060 18.791 23.565 -0.5178
O 7.181 18.904 17.305 -0.5345
O -6.382 20.365 22.286 -0.5190
O 5.260 20.356 16.339 -0.5469
O -2.205 21.099 18.276 -0.5335

***

# 2
6
Properties=species:S:1:pos:R:3:mulliken_charge:R:1 method="wB97M-V/def2-TZVPD" largest_force_ha_per_bohr=0.01987 e_homo_ev=-11.836 e_tot_ev=-18813.9166 total_charge=+2 orbital_gap_ev=5.82
I -1.951 3.089 -0.889 -0.8250
I 0.911 -0.815 0.002 -0.7231
Rb -2.379 0.355 1.879 0.8771
Rb 2.785 1.287 -2.233 0.9052
Rb 2.536 -3.448 3.903 0.9304
Rb -1.904 -0.469 -2.663 0.8354

***

# 3
2
Properties=species:S:1:pos:R:3:mulliken_charge:R:1 method="wB97M-V/def2-TZVPD" largest_force_ha_per_bohr=0.02111 e_above_lowest_ev=0.1944 e_homo_ev=-8.125 e_tot_ev=-8306.7930 orbital_gap_ev=6.85
I -22.700 -22.834 -7.084 -0.7174
Li -22.256 -20.462 -8.284 0.7174

***

# 4
4
Properties=species:S:1:pos:R:3:mulliken_charge:R:1 method="wB97M-V/def2-TZVPD" largest_force_ha_per_bohr=0.01057 e_above_lowest_ev=0.1986 e_homo_ev=-18.192 e_tot_ev=-8702.7237 total_charge=+2 orbital_gap_ev=10.11
I -8.859 9.095 11.995 -0.8528
Li -7.837 11.443 11.694 0.9368
Li -6.973 6.982 11.878 0.9588
Li -8.866 9.436 14.703 0.9572

***

# 5
3
Properties=species:S:1:pos:R:3:mulliken_charge:R:1 method="wB97M-V/def2-TZVPD" largest_force_ha_per_bohr=0.04176 e_above_lowest_ev=0.2602 e_homo_ev=-9.272 e_tot_ev=-28224.8024 orbital_gap_ev=7.13
I 1.835 0.106 0.904 -0.1568
S -1.197 -0.859 -0.886 -0.1052
P -0.638 0.753 -0.017 0.2619

***

# 6
3
Properties=species:S:1:pos:R:3:mulliken_spin:R:1 method="wB97M-V/def2-TZVPD" largest_force_ha_per_bohr=0.35719 e_above_lowest_ev=7.3069 e_homo_ev="-10.918 / -15.653" e_tot_ev=-54312.2694 total_charge=+1 orbital_gap_ev="6.84 / 10.96" spin_multiplicity=7
I 0.653 -0.007 -0.200 0.1403
Ti -0.437 -1.761 0.133 2.9395
Ti -0.216 1.768 0.067 2.9202

***

# 7
9
Properties=species:S:1:pos:R:3:mulliken_spin:R:1 method="wB97M-V/def2-TZVPD" largest_force_ha_per_bohr=0.08412 e_above_lowest_ev=0.0000 e_homo_ev="-8.582 / -8.459" e_tot_ev=-20427.9895 orbital_gap_ev="6.98 / 3.48" spin_multiplicity=2
In 1.684 0.628 -2.168 -0.0016
O -0.963 -0.551 -1.494 0.3973
O 1.467 0.786 2.734 0.0071
O -3.049 -0.833 -1.598 0.3240
O -1.974 -0.766 0.278 0.2914
O 0.879 1.129 0.650 0.0171
O 2.438 -0.168 1.018 0.0061
N 1.534 0.550 1.489 -0.0011
N -2.016 -0.776 -0.910 -0.0403

***

# 8
5
Properties=species:S:1:pos:R:3:mulliken_charge:R:1 method="wB97M-V/def2-TZVPD" largest_force_ha_per_bohr=0.03186 e_above_lowest_ev=0.0000 e_homo_ev=-20.219 e_tot_ev=-12776.7303 total_charge=+2 orbital_gap_ev=3.49
In -0.408 -0.785 4.910 1.0007
O -0.264 -0.142 -0.143 -0.1122
O -0.234 -0.476 -2.156 -0.0558
O 0.768 1.216 -1.375 -0.0781
N 0.138 0.187 -1.236 1.2454